116
Properties=species:S:1:pos:R:3:forces:R:3 method="wB97M-V/def2-TZVPD" homo_ev="-4.33 / -8.14" de_lowest_kj_mol=0.0 charge=0 spin_multiplicity=6 lumo_ev="-0.376 / -1.288"
Ru -1.743920 -2.761941 0.133356 1.04 -2.08 0.82
C -0.484225 -0.625426 -1.653179 -0.46 0.51 1.00
C -1.842740 -0.515843 -2.290005 -1.41 0.35 -0.22
C -2.345159 0.695731 -2.801188 0.47 0.91 -0.35
C -3.604925 0.806135 -3.394626 -0.48 -0.69 0.19
C -4.478245 -0.311536 -3.301067 -1.11 1.93 -0.50
C -4.055587 -1.519832 -2.820755 0.42 -0.13 0.30
C -5.122042 -2.588879 -2.796537 -0.11 -0.50 -0.19
C -2.714516 -1.630470 -2.320452 -0.45 0.59 -0.74
N -2.224171 -2.824123 -1.784275 -0.82 0.90 1.27
C -1.937676 -3.902150 -2.572168 0.50 -2.26 0.00
O -2.260042 -4.000197 -3.748349 -0.02 0.24 -0.23
C -1.258645 -4.945330 -1.769314 0.04 -0.09 -2.41
C -0.800787 -6.177173 -2.268638 -0.51 0.35 0.94
C -0.217410 -7.038716 -1.342065 -0.28 0.18 -0.60
C 0.078502 -6.666632 -0.013507 0.26 2.67 1.35
C -0.268679 -5.342668 0.394880 -0.83 -1.62 -1.48
N -1.000560 -4.565072 -0.488766 0.09 0.46 1.33
C -0.073002 -4.623242 1.689138 2.09 -2.75 -0.89
O 0.760515 -5.103758 2.449376 -0.02 0.34 1.07
N -0.744455 -3.495242 1.827391 -0.81 2.07 -0.73
C -0.447658 -2.643153 2.939110 0.61 -1.01 -0.86
C 0.642239 -1.765759 2.879128 -1.64 2.12 2.79
C 1.690376 -1.574660 1.883493 0.81 -1.56 -3.10
C 0.647230 -0.805661 3.936527 0.17 -0.38 -0.50
C -0.266679 -0.799845 4.986219 0.75 1.08 -0.14
C -1.153705 -1.834432 5.108803 -0.47 -0.82 -1.08
C -1.225388 -2.790774 4.076738 -0.18 -0.23 1.38
C -2.110670 -4.019040 4.309594 -0.92 1.29 0.17
H -0.441929 -1.647512 -1.230264 0.85 0.64 -0.17
H -0.317133 0.149240 -0.859766 -0.36 -0.73 -0.56
H 0.339016 -0.465413 -2.315358 0.44 -0.19 -0.79
H -1.711171 1.607739 -2.715102 -0.40 -0.78 -0.25
H -3.951956 1.705283 -3.945985 0.39 -0.50 0.83
H -5.610191 -0.184315 -3.504710 2.10 -0.18 -0.14
H -6.098314 -2.110252 -2.601593 0.41 -0.17 0.23
H -4.886122 -3.300128 -1.992225 -0.28 -0.18 -0.43
H -5.294025 -3.107199 -3.784492 0.73 0.30 1.07
H -0.959132 -6.485246 -3.316260 -0.03 0.41 0.73
H -0.017592 -8.032740 -1.642740 0.44 -0.84 -0.30
H 0.703700 -7.324110 0.619003 -0.69 0.61 -0.21
H 2.645848 -1.339983 2.369243 -0.28 -0.01 -0.21
H 1.466938 -0.774704 1.111451 0.16 -0.70 0.92
H 1.845475 -2.541635 1.264916 -0.12 1.47 0.95
H 1.401996 -0.016777 3.907489 -0.13 -0.20 -0.03
H -0.238637 0.068340 5.661182 -0.07 -0.66 -0.06
H -1.864714 -1.919679 5.911426 0.01 0.05 0.39
H -1.854546 -4.874515 3.700646 -0.24 0.13 -0.55
H -3.180173 -3.650155 4.192414 1.04 -1.02 -0.03
H -1.996467 -4.389449 5.334531 -0.01 0.41 -0.02
O -3.614618 -3.577730 1.425611 -1.04 -0.02 -0.69
C -4.650568 -2.544776 1.463655 1.26 -2.27 1.87
C -4.034172 -1.230253 1.241558 0.22 1.63 -2.12
C -4.927512 -0.154745 1.182398 -0.10 0.77 0.34
C -4.398368 1.129786 1.157690 2.47 -0.72 -0.05
C -2.990313 1.297453 1.050935 -1.08 0.16 0.23
C -2.189942 0.175263 1.027549 0.46 0.10 -0.71
N -2.692575 -1.069667 0.943474 -1.93 0.08 2.01
H -3.904313 -4.317179 0.856007 0.11 0.40 0.44
H -5.058035 -2.590160 2.516327 0.29 0.28 -0.98
H -5.453961 -2.811802 0.811352 -0.50 0.21 -0.69
H -6.032112 -0.264332 1.127078 0.96 -0.32 0.54
H -4.917505 2.025740 1.361456 -1.16 0.64 -0.43
H -2.569761 2.301834 0.913507 0.04 -0.55 0.44
H -1.092372 0.250804 1.029500 -0.65 -0.05 -0.23
C -2.636865 8.037841 0.767617 -0.76 0.08 -1.55
N -2.191254 6.983647 -0.212026 1.08 0.56 1.49
N -1.414935 5.940702 0.376808 -0.08 0.84 -0.24
C -1.687615 4.746609 -0.292916 0.25 -0.96 -0.06
O -1.016603 3.722229 -0.107286 -0.98 0.62 -0.36
C -2.784914 5.047145 -1.211559 -0.34 0.96 -0.03
C -2.998410 6.425951 -1.157527 0.44 -2.26 -0.26
C -3.884589 7.216816 -2.059477 0.12 0.26 0.58
C -0.092475 6.259737 0.866869 0.52 -0.07 -1.30
C 0.608775 7.408830 0.453732 0.73 -0.65 2.59
C 1.859798 7.642967 1.109812 -0.19 1.46 -1.16
C 2.475019 6.766935 1.979112 0.02 -0.39 0.53
C 1.769642 5.576564 2.296034 0.71 0.17 -0.48
C 0.573522 5.291750 1.638091 -0.53 0.01 1.06
H -1.852185 8.185297 1.517845 -0.26 0.00 -0.37
H -3.621007 7.807003 1.246221 0.85 -0.18 -0.23
H -2.803420 8.952559 0.142129 0.33 -0.55 0.80
H -3.331640 4.309729 -1.837866 0.81 0.79 0.43
H -3.391114 8.114516 -2.478119 -0.14 -0.58 0.19
H -4.744928 7.542303 -1.485393 -0.37 0.23 -0.07
H -4.213981 6.543346 -2.843006 -0.09 0.18 -0.17
H 0.166957 8.198751 -0.110477 -0.25 0.18 -0.49
H 2.361894 8.632009 0.935823 -0.50 -1.11 -0.08
H 3.489665 7.047403 2.388765 -1.45 -0.56 -0.26
H 2.172234 4.860362 3.033943 -0.19 0.36 -0.67
H 0.066807 4.334813 1.796195 0.24 0.52 0.12
C 7.376742 -3.501479 -1.265393 -0.74 0.06 -1.07
Si 5.685174 -2.708076 -0.813661 -0.20 -0.83 -0.77
C 4.426847 -2.902886 -2.257101 1.11 -0.52 0.59
C 5.115941 -3.457778 0.838609 -0.30 1.02 -0.02
N 5.844796 -1.009572 -0.452984 0.66 0.51 -0.22
C 6.276666 0.065368 -1.108074 0.29 0.04 0.30
C 6.660004 1.226895 -0.305300 -0.47 -0.53 -2.21
C 7.010670 2.373479 -0.980801 0.21 -0.34 0.20
C 7.105185 2.415418 -2.389598 0.17 1.24 0.88
C 6.889751 1.306335 -3.166430 -0.65 -1.27 -1.17
C 6.448446 0.137541 -2.549116 0.35 0.25 1.22
H 7.634061 -3.443498 -2.363756 -0.49 -0.13 1.04
H 7.307667 -4.568265 -0.960694 0.38 0.67 -0.14
H 8.166248 -2.956945 -0.768474 0.35 -0.18 0.47
H 4.045987 -3.928482 -2.323271 -0.41 0.31 0.35
H 4.879727 -2.749058 -3.238895 0.07 0.42 0.10
H 3.689690 -2.140508 -2.035022 -0.58 -0.14 -0.32
H 5.270848 -2.561194 1.478305 -0.32 -0.64 0.02
H 5.733876 -4.242806 1.238000 0.53 -0.34 -0.05
H 4.084530 -3.825806 0.959378 0.23 0.41 -0.30
H 6.649327 1.067825 0.746105 -0.08 0.29 0.68
H 7.289299 3.268718 -0.448429 -0.03 0.12 0.19
H 7.364899 3.397411 -2.793157 0.00 -0.50 -0.25
H 6.995785 1.328703 -4.277912 -0.02 0.07 1.11
H 6.276737 -0.804490 -3.036441 -0.12 0.00 -0.60